The following is a quantum chemistry calculation of a cluster of 2 separate species, C3H4F3NO in total at a distorted geometry, from the OMol25 dataset.

Last column: natural (NBO) charge in e.
Positions of all 12 atoms, in Å:
1 O -1.78651 0.83156 -0.65721  -0.32
2 N -0.76928 1.35318 -0.95128  0.38
3 F -0.31029 2.44680 0.08034  -0.35
4 C 0.14585 1.16692 -1.78399  0.37
5 F 0.10964 0.26692 -2.77250  -0.28
6 H 0.90906 1.87863 -1.68277  0.20
7 C 0.06121 -1.28051 1.95852  -0.49
8 C 0.39851 -1.49092 0.66764  0.21
9 F 1.12735 -0.51813 0.13940  -0.35
10 H -0.28108 -2.13477 2.55646  0.21
11 H 0.30730 -0.27089 2.49714  0.23
12 H 0.08822 -2.24880 -0.05174  0.19

Force components x, y, z for each atom (eV/Å):
-0.846 -0.208 0.101
-1.205 -0.219 1.762
-0.193 -0.851 -1.250
1.261 0.452 -1.310
-0.436 0.674 1.147
1.364 0.287 -0.534
0.747 0.107 -0.022
-0.938 0.596 2.667
0.615 0.794 -1.455
-0.427 0.668 -0.331
-0.277 -2.232 -1.245
0.336 -0.068 0.470

Properties
Relative energy (zero: lowest compared OMol25 entry of this formula, charge and spin), kJ/mol: 534.0
Kohn-Sham gap, Eh: 0.3600
Net charge: 0
Max |F|, eV Å⁻¹: 2.89
LUMO, eV: 0.1
SMILES string: [O-]/[N+](F)=C\F.C=CF
Highest occupied orbital energy, hartree: -0.35708
2S+1: 1

The following is a quantum chemistry calculation of a cluster of 3 separate species, C3H16N2O2 in total at a distorted geometry, from the OMol25 dataset.

Last column: natural (NBO) charge in e.
Positions of all 23 atoms, in Å:
1 C 0.01065 -0.85706 1.23364  -0.21
2 C -0.39930 -0.02592 0.01839  -0.46
3 C 0.54332 1.14941 -0.13127  -0.22
4 N 0.03875 2.21104 -1.07871  -0.67
5 N -0.00646 -2.38083 0.96906  -0.67
6 H -0.60956 -0.71059 2.11422  0.25
7 H 1.01976 -0.70172 1.60107  0.24
8 H -1.45819 0.18453 0.11330  0.28
9 H -0.34301 -0.69013 -0.85189  0.22
10 H 0.73990 1.59670 0.83916  0.24
11 H 1.51782 0.85673 -0.50704  0.24
12 H 0.58616 3.07224 -1.05960  0.46
13 H 0.08343 1.79678 -2.00923  0.44
14 H -0.94347 2.45720 -0.97707  0.47
15 H 0.87539 -2.76460 1.29441  0.46
16 H -0.04779 -2.55074 -0.03389  0.45
17 H -0.74855 -2.90951 1.41848  0.45
18 H 3.21403 -2.64852 0.39242  0.50
19 H 3.09258 -1.97665 -0.97162  0.51
20 O 2.62298 -2.09997 -0.13865  -1.00
21 H -3.61617 1.58520 -1.01276  0.52
22 H -2.98758 2.91539 -0.61331  0.50
23 O -2.80665 1.96571 -0.64335  -0.99

Force components x, y, z for each atom (eV/Å):
0.218 -0.992 0.901
-0.037 -1.348 -0.125
-0.031 0.582 0.492
0.262 -0.603 -0.327
0.084 0.737 -0.172
-0.306 0.148 -0.174
0.212 0.363 -0.412
0.007 0.725 0.007
0.180 0.261 -0.171
-0.236 0.353 0.017
0.047 -0.229 -0.131
0.240 -0.083 -0.019
0.158 0.342 -0.341
-0.650 -0.273 0.496
0.198 -0.185 -0.120
0.118 -0.240 -0.090
-0.382 0.154 0.136
0.182 0.057 -0.116
0.039 -0.078 -0.008
-0.223 -0.019 0.171
0.105 0.005 -0.016
-0.368 -0.070 0.165
0.183 0.393 -0.164

Properties
Relative energy (zero: lowest compared OMol25 entry of this formula, charge and spin), kJ/mol: 88.5
Kohn-Sham gap, Eh: 0.4633
Net charge: +2
Max |F|, eV Å⁻¹: 1.36
LUMO, eV: -6.3
Highest occupied orbital energy, hartree: -0.69350
2S+1: 1

The following is a quantum chemistry calculation of a cluster of 4 separate species, C5H16NO3 in total at a distorted geometry, from the OMol25 dataset.

Last column: natural (NBO) charge in e.
Positions of all 25 atoms, in Å:
1 C -3.14232 0.07072 1.41013  -0.60
2 C -2.61729 1.40152 0.87620  -0.44
3 C -1.53394 1.17829 -0.12879  -0.11
4 C -0.28126 1.53153 0.10150  -0.11
5 N 0.77731 1.22981 -0.83460  -0.42
6 C 1.01480 1.92028 -1.86110  0.11
7 H -3.96053 0.22132 2.10890  0.23
8 H -2.34574 -0.45619 1.94190  0.21
9 H -3.44004 -0.60258 0.60519  0.21
10 H -2.29066 2.05011 1.68676  0.22
11 H -3.44053 1.93921 0.40491  0.23
12 H -1.80394 0.66008 -1.04198  0.22
13 H 0.09953 2.01730 0.98966  0.23
14 H 1.39469 0.33805 -0.62347  0.47
15 H 0.42122 2.79396 -2.10261  0.21
16 H 1.80887 1.67769 -2.55472  0.22
17 H 2.66426 -2.48965 2.33613  0.49
18 H 3.42182 -1.17212 2.49371  0.50
19 O 2.66386 -1.58441 2.06523  -0.96
20 H 1.72610 -2.88153 -2.84235  0.49
21 H 0.96338 -3.58578 -1.71780  0.50
22 O 1.22112 -2.72530 -2.06711  -0.95
23 H 1.96107 -1.56472 -1.07939  0.51
24 H 2.41812 -1.14437 0.37805  0.52
25 O 2.30011 -0.82320 -0.54435  -0.98

Force components x, y, z for each atom (eV/Å):
0.498 -0.261 0.173
-0.411 0.033 -0.163
0.034 0.282 0.463
0.225 -0.022 -0.302
0.019 -0.311 0.258
-0.099 0.452 -0.577
-0.131 -0.035 -0.099
-0.028 0.075 0.088
-0.260 0.148 -0.022
0.236 -0.079 0.077
-0.044 0.010 -0.184
0.080 -0.026 -0.081
-0.214 -0.052 0.147
0.089 0.179 -0.229
-0.173 0.030 0.197
0.180 -0.346 0.192
0.025 -0.927 0.337
-0.002 -0.064 0.030
-0.008 0.988 -0.304
0.699 -0.390 -1.184
0.026 0.019 -0.108
-0.778 0.191 1.082
-0.083 -0.249 -0.006
0.090 -0.014 -0.189
0.029 0.369 0.405

Properties
Relative energy (zero: lowest compared OMol25 entry of this formula, charge and spin), kJ/mol: 132.9
Kohn-Sham gap, Eh: 0.3685
Net charge: +1
Max |F|, eV Å⁻¹: 1.43
LUMO, eV: -3.6
Highest occupied orbital energy, hartree: -0.50027
2S+1: 1